# 1
90
Properties=species:S:1:pos:R:3:mulliken_charge:R:1 method="wB97M-V/def2-TZVPD" smiles=CCO.CCO.CCO.CCO.CCO.CCO.CCO.CCO.CCO.CCO lumo_energy_ev=0.40 total_energy_ha=-1550.17054 charge=0 de_lowest_kcal_mol=104.0 orbital_gap_ev=10.4584
O -2.99 -8.95 -2.74 -0.51
O -4.28 -3.46 -3.63 -0.51
O -2.77 -3.86 5.94 -0.53
O 7.67 -4.19 -1.00 -0.51
O 0.15 7.31 -5.54 -0.54
O 0.99 -2.12 -7.33 -0.52
O -2.80 11.73 2.51 -0.52
O -4.95 3.16 11.16 -0.50
O 6.99 4.54 -1.46 -0.51
O -0.74 -1.30 0.60 -0.53
C -1.60 -9.09 -2.49 -0.15
C -2.63 -4.73 8.19 -0.99
C 7.92 -3.63 0.24 -0.29
C 9.46 -3.83 0.48 -0.90
C -2.18 -4.87 6.73 -0.14
C 0.07 -0.10 0.57 -0.17
C -1.55 10.99 2.48 -0.14
C -4.17 2.22 9.00 -1.01
C -6.12 -1.90 -3.21 -0.94
C 2.58 -1.90 -9.11 -0.97
C -4.92 2.03 10.34 -0.22
C -1.79 9.71 3.22 -1.07
C 6.71 3.20 -1.44 -0.23
C -0.02 5.92 -5.64 -0.18
C -0.62 1.01 1.41 -0.95
C -1.42 -8.63 -1.11 -1.03
C -5.57 -3.03 -4.07 -0.25
C 5.87 2.87 -2.63 -0.94
C -0.55 5.55 -4.22 -1.00
C 1.53 -2.78 -8.47 -0.21
H -1.44 10.76 1.42 0.21
H -6.44 -2.24 -2.23 0.24
H -2.27 -3.70 5.14 0.30
H -1.49 -7.54 -1.12 0.23
H -1.08 4.60 -4.24 0.32
H 10.06 -3.35 -0.29 0.32
H -4.60 1.11 10.83 0.28
H 0.41 -2.69 -6.83 0.29
H -2.40 -5.82 6.26 0.26
H 3.38 -1.86 -8.37 0.26
H 0.90 5.45 -5.97 0.22
H 8.10 -3.62 -1.65 0.31
H -5.90 1.72 9.97 0.25
H 0.31 5.47 -3.55 0.31
H -5.36 -1.12 -3.18 0.27
H -4.54 3.11 8.49 0.29
H 0.02 1.88 1.47 0.31
H 2.21 -0.88 -9.24 0.28
H -0.94 -8.61 -3.21 0.25
H 0.75 -3.08 -9.17 0.30
H -1.36 -10.15 -2.52 0.27
H -1.12 -4.60 6.71 0.23
H -3.68 -4.81 8.47 0.30
H -0.65 11.53 2.81 0.32
H -0.68 5.65 -6.47 0.26
H -1.28 6.23 -3.78 0.30
H 9.71 -3.44 1.47 0.31
H -2.00 -5.11 9.00 0.32
H -0.91 9.09 3.07 0.32
H -6.21 -3.91 -3.96 0.27
H 7.53 4.73 -0.69 0.30
H -2.69 9.15 2.96 0.30
H 9.68 -4.90 0.55 0.24
H 6.22 3.38 -3.53 0.29
H -2.45 -3.66 8.27 0.25
H -1.60 1.30 1.03 0.27
H 0.68 7.59 -4.79 0.31
H -2.17 -9.05 -0.43 0.29
H -1.90 9.82 4.30 0.30
H -5.56 -2.83 -5.14 0.26
H -0.83 0.72 2.44 0.28
H 0.11 0.30 -0.45 0.25
H -4.29 1.36 8.34 0.31
H 2.86 -2.31 -10.08 0.33
H 7.63 2.61 -1.44 0.28
H 6.19 2.97 -0.51 0.27
H -3.21 -9.58 -3.43 0.29
H -3.13 2.52 9.16 0.28
H 4.87 3.24 -2.37 0.23
H 1.03 -0.42 0.97 0.24
H -4.45 -4.32 -3.23 0.32
H -2.60 12.66 2.42 0.29
H 7.54 -2.61 0.21 0.25
H 2.02 -3.70 -8.17 0.25
H -1.32 -1.40 -0.15 0.30
H -5.82 3.12 11.56 0.32
H 7.36 -4.09 1.05 0.27
H 5.94 1.79 -2.70 0.31
H -0.51 -9.01 -0.64 0.35
H -6.92 -1.29 -3.62 0.34

# 2
90
Properties=species:S:1:pos:R:3:mulliken_charge:R:1 method="wB97M-V/def2-TZVPD" smiles=CC(C)O.CC(C)O.CC(C)O.CC(C)O.CC(C)O.CO.CO.CO.CO.CO lumo_energy_ev=0.45 total_energy_ha=-1550.26752 charge=0 de_lowest_kcal_mol=43.1 orbital_gap_ev=10.0261
O 4.18 -3.36 -3.20 -0.59
O -1.21 5.92 1.44 -0.54
O -0.35 -1.95 2.17 -0.44
O -1.56 -1.01 -0.28 -0.01
O -2.58 -5.47 -0.63 -0.53
O -0.59 -1.32 -2.92 -0.46
O 1.62 -1.43 4.08 -0.53
O -1.72 0.34 3.69 -0.35
O -0.22 5.78 -1.31 -0.54
O 1.32 3.16 -0.86 -0.36
C 2.63 -0.49 3.50 0.50
C -2.86 -4.51 -1.80 1.14
C 2.56 3.17 -1.62 0.54
C -1.72 -0.13 5.04 -0.64
C 1.75 0.65 2.98 -0.89
C -0.62 -3.35 2.49 -0.66
C 3.44 -1.20 2.49 -1.09
C 3.01 4.63 -1.91 -1.56
C 2.36 2.39 -2.97 -0.82
C -1.42 5.06 2.61 0.33
C -2.15 -5.09 -3.03 -1.32
C -0.81 0.05 -3.16 -0.67
C 2.90 -2.89 -2.77 0.80
C -2.96 -0.85 -0.39 -0.72
C 3.05 -2.33 -1.37 -1.35
C -2.27 3.85 2.19 -1.19
C -0.13 4.50 3.23 -0.99
C 1.88 -3.99 -2.99 -1.17
C -1.31 5.32 -2.07 -0.55
C -4.39 -4.47 -2.04 -1.31
H 2.39 1.53 2.73 0.42
H -3.10 -6.26 -0.91 0.31
H 2.14 -4.92 -2.44 0.41
H -2.55 3.27 3.04 0.43
H 0.33 -3.78 2.72 0.32
H -4.70 -3.61 -2.63 0.35
H 4.14 -1.89 2.99 0.40
H 0.97 0.85 3.73 0.14
H -1.09 -3.68 1.58 0.12
H 0.39 -1.70 2.76 0.19
H -1.87 0.13 -3.38 0.31
H 2.81 -1.85 1.81 0.10
H -3.18 4.08 1.57 0.33
H -5.00 -4.60 -1.16 0.36
H -0.24 0.31 -4.05 0.33
H -1.60 3.26 1.56 0.13
H -1.37 -3.41 3.26 0.21
H -2.56 -6.10 -3.27 0.44
H 3.38 2.74 -0.99 0.24
H 2.11 -1.91 -1.14 0.30
H -2.41 -3.59 -1.52 -0.41
H -2.22 -1.09 5.19 0.24
H 4.15 -4.28 -3.43 0.35
H -2.23 5.86 -1.89 0.31
H 4.02 -0.51 1.86 0.35
H -2.02 5.59 3.34 0.30
H 3.22 5.09 -0.98 0.40
H 0.37 3.88 2.48 0.12
H -0.56 0.73 -2.37 0.20
H 1.94 -2.18 4.61 0.23
H -3.32 0.13 -0.10 0.22
H -0.42 3.88 4.08 0.36
H -3.19 -1.10 -1.43 0.25
H -0.91 -1.49 -2.05 0.25
H -1.29 -1.12 0.64 0.09
H 0.85 -3.66 -2.77 0.01
H -0.71 -0.24 5.46 0.24
H 1.94 -4.28 -4.08 0.38
H 2.55 1.29 -3.04 0.08
H -0.41 5.70 -0.35 0.36
H 2.91 2.81 -3.79 0.38
H -1.08 -5.24 -2.92 0.33
H -4.51 -5.39 -2.68 0.36
H -3.48 -1.53 0.24 0.32
H -1.59 4.25 -1.81 0.17
H -0.93 6.73 1.83 0.27
H 3.94 4.47 -2.46 0.48
H -1.24 -0.25 3.11 0.29
H 3.30 -3.10 -0.66 0.38
H 0.86 4.03 -1.04 0.19
H -1.02 5.42 -3.10 0.27
H 3.81 -1.57 -1.27 0.47
H 2.60 -2.00 -3.38 -0.02
H 1.21 0.33 2.06 0.15
H 2.28 5.22 -2.46 0.32
H 0.53 5.31 3.56 0.39
H 1.24 2.47 -3.20 0.13
H -2.37 -4.48 -3.91 0.32
H 3.28 -0.12 4.31 0.28
H -2.30 0.60 5.59 0.30

# 3
90
Properties=species:S:1:pos:R:3:mulliken_charge:R:1 method="wB97M-V/def2-TZVPD" smiles=CCO.CCO.CCO.CCO.CCO.CCO.CCO.CCO.CCO.CCO lumo_energy_ev=0.31 total_energy_ha=-1550.24769 charge=0 de_lowest_kcal_mol=55.6 orbital_gap_ev=10.0727
O -3.89 2.07 0.39 -0.45
O 3.60 3.78 -1.26 -0.62
O 0.37 -3.62 -3.89 -0.49
O 0.54 1.37 -5.68 -0.54
O -1.85 -2.17 2.22 -0.48
O -0.50 5.63 0.07 -0.58
O -2.08 0.15 0.64 -0.47
O 1.59 -6.30 0.62 -0.50
O 3.93 2.11 2.74 -0.63
O 4.31 0.01 0.71 -0.43
C -3.23 -2.47 2.23 -0.37
C 2.68 2.71 2.48 0.66
C 2.69 2.70 -1.39 0.93
C -4.61 2.54 1.53 -0.21
C -0.44 -5.21 1.27 -0.53
C -0.88 4.33 -0.10 -0.19
C 3.19 1.81 -2.52 -1.05
C 0.38 0.02 -5.26 -0.46
C -0.69 3.64 1.24 -0.26
C -1.34 0.09 -0.55 -0.01
C -0.01 -0.45 -0.07 -0.35
C 2.42 3.69 3.67 -1.33
C -4.82 4.04 1.28 -1.04
C -0.92 -3.36 -1.94 0.05
C -0.65 0.07 -4.12 -0.29
C 3.34 -1.24 2.66 -0.98
C -3.77 -2.75 0.83 -0.43
C 4.06 -1.29 1.26 -0.25
C -0.20 -4.31 -2.85 -0.72
C 0.67 -6.15 1.70 -0.42
H -3.92 4.65 1.38 0.16
H -0.94 -5.59 0.38 0.20
H -0.04 -4.22 1.05 -0.02
H 1.32 -0.43 -4.95 0.30
H -4.48 2.16 -0.37 0.20
H -5.56 2.01 1.63 0.35
H -0.91 -5.01 -3.28 0.36
H 2.55 -0.50 2.57 0.09
H -1.56 0.63 -4.34 0.37
H -1.33 1.06 -1.06 0.28
H -3.25 -3.48 0.21 -0.04
H -5.09 4.24 0.24 0.31
H -2.80 0.77 0.60 0.24
H 2.69 2.17 -0.44 -0.14
H -0.17 -1.44 0.36 -0.42
H 3.20 4.45 -0.69 0.32
H 2.39 1.09 -2.72 0.12
H 0.50 -4.87 -2.23 0.29
H 2.75 3.29 1.57 -0.04
H -3.55 -3.27 2.91 0.38
H 5.04 -1.77 1.32 0.41
H 2.62 3.12 4.59 0.37
H -1.75 -1.32 1.78 0.24
H -3.63 -1.80 0.33 0.02
H -1.78 -0.53 -1.32 0.32
H -1.29 6.04 0.44 0.35
H 1.68 3.05 -1.60 -0.16
H -5.64 4.48 1.86 0.38
H 1.35 1.43 -6.20 0.31
H -1.18 4.23 2.02 0.38
H 1.22 -3.35 -3.55 0.32
H -4.04 2.43 2.45 0.26
H -0.18 0.50 -3.24 -0.11
H 0.61 0.12 0.62 0.09
H -1.34 -2.52 -2.48 0.14
H 2.28 -6.88 0.95 0.28
H -1.12 -5.11 2.12 0.33
H -3.82 -1.61 2.55 0.31
H -1.66 -3.94 -1.39 -0.01
H -0.93 -0.96 -3.88 0.12
H -0.20 -2.92 -1.25 -0.11
H 1.27 -5.86 2.56 0.33
H 4.06 1.24 -2.19 0.27
H 0.30 -7.16 1.83 0.31
H 5.18 0.04 0.32 0.25
H 3.02 4.59 3.68 0.32
H 1.39 4.05 3.67 0.31
H 3.43 2.33 -3.44 0.36
H -1.93 4.38 -0.39 0.28
H 3.47 -1.83 0.53 0.24
H -1.02 2.60 1.23 -0.02
H -0.06 -0.63 -6.03 0.39
H 4.09 1.46 2.05 0.24
H 0.36 3.69 1.55 -0.01
H 3.07 -2.24 2.98 0.36
H 4.03 -0.84 3.40 0.36
H -0.29 3.86 -0.89 0.00
H 1.90 1.95 2.40 0.08
H 0.65 -0.45 -0.94 0.44
H -4.83 -2.99 0.78 0.41